[1]
Entry from the OMol25 dataset: C25H32N2O2 in the gas phase (wB97M-V/def2-TZVPD).

## Properties
- SMILES = OCCC#Cc1ccc(CN2CCN(CCc3ccccc3)[C@H](CCO)C2)cc1
- energy above the lowest of the compared OMol25 structures with the same formula, charge and spin (kcal/mol) = 90.3
- total charge = 0
- frontier orbital gap (Eh) = 0.3325
- multiplicity = 1

XYZ file:
```
61
Properties=species:S:1:pos:R:3:forces:R:3:mulliken_charge:R:1
O -6.87967 -2.51880 1.59270 -0.013 0.186 0.344 -0.49
H -7.57320 -1.93909 1.92792 0.057 -0.070 -0.003 0.31
C -7.06364 -2.70017 0.21182 -0.251 -0.145 -0.342 -0.55
H -7.94839 -3.32898 0.02118 0.169 0.084 -0.045 0.31
C -7.21751 -1.38222 -0.56270 -0.048 -0.346 0.137 -0.59
C -6.03962 -0.54897 -0.43421 0.492 0.386 0.090 -0.11
C -5.04811 0.11600 -0.28907 -0.794 -0.486 -0.192 -0.14
C -3.88592 0.90886 -0.13729 0.416 0.297 0.058 0.78
C -2.86766 0.50319 0.72638 -0.033 0.074 -0.038 -0.88
C -1.73753 1.27939 0.87562 0.008 0.077 -0.005 -0.04
C -1.59046 2.46630 0.16520 -0.111 0.026 -0.041 0.66
C -2.60409 2.86501 -0.69632 0.117 0.020 0.067 -0.69
C -3.74476 2.10034 -0.84680 -0.037 -0.063 0.036 -0.94
H -4.53072 2.41655 -1.51768 -0.044 -0.010 -0.026 0.44
H -2.49993 3.78483 -1.25563 0.034 0.069 -0.058 0.38
C -0.35468 3.30486 0.34823 0.102 0.049 0.109 -1.05
N 0.83051 2.47954 0.49048 -0.038 0.172 -0.047 0.41
C 1.99224 3.23156 0.90691 0.179 -0.113 0.242 -1.05
C 3.13108 2.25055 1.15400 -0.060 0.304 -0.068 -0.52
N 3.45016 1.54358 -0.07074 -0.145 0.092 0.043 0.02
C 4.74380 0.90258 -0.02842 0.234 -0.120 0.165 -1.25
H 5.46667 1.70175 0.17004 0.019 -0.088 -0.074 0.54
C 4.98181 -0.20402 1.03374 -0.069 0.305 -0.277 -1.34
C 4.29468 -1.49873 0.72162 0.020 -0.130 0.115 0.84
C 3.18765 -1.92489 1.44552 0.109 0.000 -0.005 -0.14
C 2.54193 -3.10625 1.12444 -0.061 -0.079 0.027 -0.83
C 3.00006 -3.88627 0.07410 -0.089 -0.097 0.005 -0.51
C 4.11632 -3.48389 -0.64097 0.069 -0.007 -0.109 -0.43
C 4.75742 -2.30110 -0.31771 -0.002 -0.034 0.110 -0.24
H 5.63356 -1.99618 -0.87368 0.084 0.045 -0.071 0.42
H 4.48893 -4.09381 -1.45118 0.025 -0.050 -0.060 0.39
H 2.49593 -4.80723 -0.17824 -0.041 -0.081 -0.016 0.38
H 1.67958 -3.41971 1.69361 -0.086 -0.026 0.048 0.33
H 2.82685 -1.32668 2.27043 -0.040 0.098 0.060 0.32
H 4.66329 0.16362 2.00984 0.072 -0.020 0.061 0.46
H 6.06054 -0.37491 1.07392 0.010 0.022 0.083 0.48
H 4.96909 0.50492 -1.01867 0.094 0.007 0.011 0.52
C 2.28881 0.77602 -0.51783 -0.211 -0.007 -0.340 1.41
C 1.13668 1.76411 -0.73204 0.067 -0.402 0.059 -1.51
H 0.24331 1.21308 -1.02431 0.038 -0.008 -0.078 0.63
H 1.41339 2.46202 -1.54417 -0.019 -0.029 -0.011 0.06
C 2.56694 0.00726 -1.81407 -0.331 -0.095 0.269 -0.81
H 2.87490 0.70699 -2.59268 0.107 0.037 -0.078 0.32
H 3.38018 -0.69968 -1.64309 0.009 0.077 -0.108 0.12
C 1.36573 -0.80034 -2.31867 0.327 0.209 -0.344 -0.94
O 0.78837 -1.61981 -1.33486 -0.112 -0.257 0.383 -0.55
H 1.47826 -2.17213 -0.94396 -0.039 0.000 -0.001 0.33
H 0.56232 -0.14705 -2.66369 0.066 -0.013 -0.054 0.50
H 1.69596 -1.40895 -3.17586 -0.082 0.164 0.040 0.34
H 1.96809 0.05944 0.25683 -0.021 0.123 -0.117 -0.16
H 4.01854 2.79547 1.48466 0.004 -0.022 0.038 0.55
H 2.81519 1.56443 1.95815 0.054 0.054 0.030 0.21
H 1.76139 3.76679 1.83197 -0.005 0.011 -0.031 0.47
H 2.30304 3.96612 0.14175 -0.008 -0.021 0.057 0.33
H -0.45992 3.88931 1.27035 0.045 0.035 -0.101 0.39
H -0.26026 4.02067 -0.48999 -0.027 -0.034 0.081 0.35
H -0.94274 0.96944 1.53610 0.096 -0.062 0.058 0.39
H -2.97629 -0.42165 1.27326 -0.014 -0.061 0.029 0.46
H -7.38966 -1.61045 -1.61847 -0.122 0.002 0.051 0.29
H -8.08942 -0.83466 -0.18539 -0.040 -0.097 -0.105 0.29
H -6.17491 -3.23413 -0.13268 -0.127 0.051 -0.059 0.31
```
Positions in Å, forces in eV/Å.

***

[2]
Entry from the OMol25 dataset: 7 unconnected molecules or ions with the total composition C21H30BCl13F4N3O8S2 (wB97M-V/def2-TZVPD).

## Properties
- total charge = +1
- frontier orbital gap (Eh) = 0.2061
- multiplicity = 1

XYZ file:
```
82
Properties=species:S:1:pos:R:3:forces:R:3:mulliken_charge:R:1
C 3.32006 -2.66601 1.57846 0.157 -0.391 -0.034 -0.77
C 2.89997 -1.87891 0.17116 -0.979 -1.746 0.603 -0.47
C 1.27737 -1.49185 0.29339 3.108 -0.066 -0.986 1.05
F 0.93818 -0.77712 -0.95841 -0.037 -1.218 2.798 -0.33
O 0.56409 -2.77793 0.30777 -3.749 2.564 -0.516 -0.11
C -0.90975 -2.56807 0.49899 0.344 -0.460 7.336 0.15
O -1.30833 -2.61014 1.80106 1.644 0.580 -9.554 -0.48
C -1.91593 -2.36920 -0.78048 -2.048 0.136 -3.616 0.27
C -1.65919 -3.20682 -2.20526 -4.634 2.453 -1.103 -0.27
S -0.21503 -4.38292 -2.49133 8.245 1.200 5.909 1.26
O 0.03834 -5.35803 -1.31506 -2.643 2.859 -4.563 -0.56
O 1.07030 -3.47722 -2.60889 -5.687 -3.016 -0.824 -0.51
C -0.31653 -5.34747 -4.10233 0.505 -1.960 -3.698 0.52
F -0.09383 -4.36502 -5.22687 -1.347 -3.504 3.701 -0.17
F 0.79898 -6.34210 -4.21379 -4.653 3.876 0.690 -0.16
F -1.64932 -6.01663 -4.17569 4.598 2.285 -0.206 -0.18
C -2.70063 -3.01802 -3.49055 0.836 1.022 4.151 -0.19
N -3.89900 -2.09887 -3.40251 3.427 -0.430 3.714 0.70
N -4.71653 -2.03480 -4.55439 3.501 2.872 -4.239 -0.82
C -3.96354 -1.51676 -5.60812 3.782 -2.411 -5.314 0.70
O -3.19135 -1.42608 -6.72598 -7.424 -0.536 10.067 -0.34
C -4.23693 -1.26780 -2.14673 2.318 -1.476 0.649 -0.10
C -5.58709 -0.34307 -2.23935 -0.599 -0.511 -0.747 -0.83
C -5.44010 1.02015 -3.13690 -0.255 -0.084 -0.146 -0.56
C -4.40819 2.13291 -2.48568 0.072 -0.317 -0.750 -0.36
C -2.94685 1.88039 -3.25849 -2.262 0.070 -0.552 -0.46
S -1.68147 3.09898 -2.60897 5.397 -1.967 4.231 1.09
O -0.27926 2.40861 -2.78070 -5.565 2.577 0.182 -0.52
O -1.98425 3.50033 -1.13398 0.235 -1.153 -5.789 -0.52
Cl -1.61141 4.78676 -3.90280 -0.593 -1.325 0.989 -0.20
C -3.24174 -1.36246 -0.80606 1.059 -2.408 -3.417 0.49
B -3.62094 -0.40865 0.52036 -0.581 1.440 2.066 0.37
N -2.90344 0.92098 0.81971 0.058 -4.229 -1.023 -0.37
O -4.72721 -0.89378 1.38767 0.583 2.179 -3.000 -0.57
H 2.92229 -2.09345 2.54506 1.036 -1.329 -2.197 0.19
H 2.86223 -3.76247 1.56800 0.806 2.465 0.018 0.23
H 4.50041 -2.83040 1.63994 -2.641 0.637 -0.127 0.32
H 3.57610 -0.94927 -0.04742 -1.632 -1.722 0.418 0.34
H 2.97439 -2.71410 -0.67779 -0.100 2.196 1.598 0.20
H 1.16227 -0.85965 1.27183 -0.661 -0.966 -2.175 -0.41
H -2.52168 -3.62845 -4.47430 -0.654 1.457 1.988 0.38
H -6.05375 -0.03440 -1.21149 1.433 -0.928 -1.694 0.21
H -6.41269 -1.01396 -2.78096 1.903 1.288 1.197 0.46
H -5.12407 0.67306 -4.22731 -0.562 1.039 2.264 0.18
H -6.53302 1.48365 -3.23422 2.402 -1.100 0.307 0.38
H -4.31441 2.03418 -1.30828 -0.083 0.146 -2.545 0.20
H -4.82012 3.21348 -2.73270 1.034 -2.262 0.503 0.47
H -3.11219 2.08167 -4.40453 0.554 -0.197 2.245 0.44
H -2.58641 0.76084 -3.15106 -0.180 2.567 0.155 0.02
H -2.08665 1.03530 0.16443 -0.959 0.251 1.159 0.21
H -2.57968 0.92767 1.81833 -0.587 0.464 -1.220 0.15
H -5.56193 -0.36338 1.13094 1.893 -1.170 0.974 0.33
C 1.08991 0.91902 4.29301 0.282 0.227 -0.065 1.44
Cl -0.50458 0.57094 3.61349 -0.305 -0.091 0.005 -0.22
Cl 2.37583 0.38827 3.20221 0.093 0.114 0.119 -0.23
H 1.18106 1.99611 4.45293 -0.040 -0.683 -0.550 -0.61
H 1.19267 0.39451 5.24607 -0.084 0.176 -0.612 -0.55
C -0.25706 4.06953 6.00626 -0.418 0.132 0.178 -0.30
Cl -0.04164 5.08883 4.57800 -0.228 0.001 0.041 -0.12
Cl 1.19793 3.12125 6.33624 -0.276 0.370 1.222 -0.05
H -0.47012 4.70589 6.86861 0.181 -0.144 -0.252 0.32
H -1.09421 3.38862 5.83438 0.299 0.109 -0.043 0.24
C 4.68991 4.43039 4.71584 0.070 0.129 0.276 -0.36
Cl 3.09542 4.08232 4.03633 0.378 0.221 -0.267 -0.07
Cl 5.97583 3.89965 3.62504 0.075 0.022 0.087 -0.12
H 4.78106 5.50749 4.87576 -0.052 -0.289 -0.176 0.33
H 4.79267 3.90589 5.66891 -0.029 0.030 -0.316 0.23
C 3.18991 -0.15916 7.94868 0.297 0.158 0.306 -0.22
Cl 1.59542 -0.50723 7.26916 -0.083 -0.211 0.490 -0.17
Cl 4.47583 -0.68991 6.85788 -0.014 0.085 0.086 -0.13
H 3.28106 0.91793 8.10860 -0.072 -0.272 -0.148 0.20
H 3.29267 -0.68366 8.90174 -0.088 0.040 -0.331 0.32
C -0.14964 -0.95828 -7.47239 0.145 -0.421 -0.142 -0.18
Cl -0.84048 0.41175 -6.59430 0.072 0.136 0.213 -0.10
Cl 0.76501 -0.41333 -8.88361 -0.096 -0.143 0.133 -0.15
H 0.51921 -1.50757 -6.80536 -0.096 0.278 -0.136 0.24
H -0.95920 -1.61293 -7.80411 0.188 0.279 -0.002 0.21
C 9.69174 3.10162 2.35737 -0.163 0.236 -0.183 0.02
Cl 10.23286 3.44223 4.00554 -0.071 0.099 -0.037 -0.14
Cl 10.16397 1.47332 1.85661 -0.064 0.031 -0.098 -0.15
H 8.60299 3.18480 2.31604 0.301 -0.115 0.093 0.01
H 10.14334 3.82805 1.67740 -0.016 -0.249 0.228 0.27
```
Positions in Å, forces in eV/Å.

***

[3]
Entry from the OMol25 dataset: C8H8N2S in the gas phase (wB97M-V/def2-TZVPD).

## Properties
- SMILES = N#C[C@@H](N)Sc1ccccc1
- energy above the lowest of the compared OMol25 structures with the same formula, charge and spin (kcal/mol) = 60.6
- total charge = 0
- frontier orbital gap (Eh) = 0.3500
- multiplicity = 1

XYZ file:
```
19
Properties=species:S:1:pos:R:3:forces:R:3:mulliken_charge:R:1
C -3.18381 -0.77654 -0.61473 3.029 4.331 1.055 0.16
C 2.97255 -0.62004 -0.40956 0.028 -0.052 -0.011 -0.44
C 2.30627 -1.66218 0.21519 0.159 -0.045 -0.020 -0.41
C 2.35897 0.61510 -0.53545 -0.014 0.078 -0.070 -0.49
C 1.03002 -1.47530 0.71358 -0.095 0.070 0.004 -0.43
C 1.08652 0.81469 -0.03015 0.122 0.036 -0.071 -0.26
C 0.42210 -0.23353 0.58796 -0.375 0.046 0.137 0.17
C -2.12652 0.69034 -0.12547 -1.653 -3.737 -0.505 -0.14
N -3.78215 -1.71978 -0.82948 -0.941 -1.396 -0.336 -0.41
N -3.00994 1.74032 0.08930 -0.370 0.384 0.138 -0.54
S -1.18627 0.01539 1.30768 -0.038 0.348 -0.250 -0.12
H 3.96937 -0.76845 -0.79691 0.070 -0.024 -0.033 0.38
H 2.78076 -2.62808 0.30699 0.031 -0.065 0.021 0.36
H 2.87279 1.43232 -1.01813 0.074 0.068 -0.049 0.36
H 0.50191 -2.28091 1.19896 -0.072 -0.096 0.012 0.40
H 0.61913 1.78661 -0.10750 -0.012 0.060 0.041 0.46
H -1.47020 0.82115 -0.97974 -0.045 0.023 0.027 0.43
H -3.60348 1.60348 0.89845 0.068 0.078 -0.062 0.27
H -2.55802 2.64541 0.12902 0.033 -0.107 -0.028 0.25
```
Positions in Å, forces in eV/Å.

***

[4]
Entry from the OMol25 dataset: a molecular structure, C7H14OPSTi (wB97M-V/def2-TZVPD).

## Properties
- energy above the lowest of the compared OMol25 structures with the same formula, charge and spin (kcal/mol) = 0.0
- total charge = 0
- frontier orbital gap (alpha / beta) (Eh) = 0.1419 / 0.1342
- multiplicity = 2

XYZ file:
```
25
Properties=species:S:1:pos:R:3:forces:R:3:mulliken_charge:R:1
C 2.04537 1.29689 -0.22745 0.219 -0.209 -1.161 -0.40
C 3.37619 1.27272 -0.74431 -1.218 -0.671 -0.416 -0.67
C 3.31332 0.83234 -2.10676 -0.963 0.469 0.714 -0.35
C 1.93502 0.65404 -2.44384 0.715 0.013 0.394 -0.87
C 1.13819 0.93792 -1.31327 0.969 -0.238 1.063 -0.31
Ti -1.39110 -2.08418 0.22142 1.847 -0.779 -1.304 0.82
P -2.34418 0.47996 1.62898 0.935 -1.528 -2.253 0.31
H 1.75338 1.59037 0.77566 0.023 0.051 -0.032 0.30
H 4.28602 1.48145 -0.19512 -0.099 0.048 0.007 0.37
H 4.17583 0.72601 -2.76470 -0.334 -0.010 0.099 0.38
H 0.05282 0.86115 -1.22882 0.212 0.204 -0.188 0.36
H 1.55052 0.35854 -3.40654 0.009 -0.047 -0.167 0.36
H -2.85505 1.71136 1.23603 -0.033 0.113 0.211 0.16
H -1.22663 0.62846 2.43508 0.173 0.403 0.158 0.15
H -3.25999 -0.13691 2.53927 0.184 0.209 -0.816 0.16
C -0.48423 -4.15771 -1.37754 -0.062 0.262 -0.106 -0.56
S -2.03768 -3.16377 -1.57086 0.041 -0.792 -0.867 -0.25
C -2.59738 -2.79660 1.62611 -0.626 -0.375 0.735 -1.37
O -1.90639 -0.29963 0.30225 -1.718 3.006 2.963 -0.58
H -0.70346 -5.23320 -1.33536 -0.012 0.447 0.136 0.31
H 0.04780 -3.87451 -0.43492 0.033 -0.231 -0.341 0.18
H 0.18722 -3.94965 -2.22358 -0.207 -0.003 0.462 0.32
H -2.28376 -3.84449 1.67168 -0.153 -0.112 0.219 0.37
H -2.39820 -2.31519 2.59197 -0.276 -0.221 0.117 0.44
H -3.65142 -2.75042 1.30716 0.343 -0.011 0.372 0.35
```
Positions in Å, forces in eV/Å.

***

[5]
Entry from the OMol25 dataset: 3 unconnected molecules or ions with the total composition C11H23Br2FN2O5SSi (wB97M-V/def2-TZVPD).

## Properties
- SMILES = O=C(Br)C[Si@@H](CCCBr)S(=O)(=O)F.CNC(C)=O.CNC(C)=O
- total charge = 0
- frontier orbital gap (Eh) = 0.3094
- multiplicity = 1

XYZ file:
```
46
Properties=species:S:1:pos:R:3:forces:R:3:mulliken_charge:R:1
O 5.47072 -1.80141 1.87244 -5.558 -0.136 0.124 -0.51
C 4.21138 -1.85755 1.82079 5.961 -0.371 -1.244 0.31
Br 3.21540 -1.02945 3.30969 -0.003 -0.745 -1.178 -0.09
C 3.57668 -2.55758 0.53749 -0.280 -0.298 1.229 -0.33
Si 2.17448 -1.52404 -0.31609 -0.402 -3.630 -0.212 0.16
C 0.51635 -2.23821 0.28425 -1.252 -0.336 1.173 -0.48
C -0.50597 -1.21236 0.96515 -1.084 0.185 -1.136 -0.46
C -1.93349 -1.93385 1.33750 0.971 0.812 -1.087 -0.55
Br -2.15321 -1.82139 3.32057 -0.084 -0.405 -0.983 -0.23
S 2.42622 0.61409 -0.16994 1.528 7.879 3.323 1.15
O 3.64563 1.04925 0.61674 -2.647 -2.526 -2.919 -0.56
O 1.25591 1.38195 0.35750 1.852 -2.812 -2.222 -0.52
F 2.69940 1.20180 -1.74867 -0.544 -1.436 2.141 -0.32
H 3.06318 -3.52464 0.91737 0.511 1.615 -0.588 0.32
H 4.37604 -2.92137 -0.20514 -0.893 1.025 1.427 0.36
H 2.28333 -1.86807 -1.75516 0.119 0.513 0.044 -0.17
H 0.74324 -3.05196 1.07790 -0.123 1.230 -1.273 0.36
H 0.00634 -2.78616 -0.59618 0.783 1.034 1.279 0.16
H -0.03739 -0.68404 1.85998 -0.703 -0.855 -1.188 0.41
H -0.78433 -0.42101 0.17024 0.595 -1.173 1.427 0.23
H -2.79086 -1.33470 0.85355 1.425 -1.150 0.963 0.36
H -1.93074 -3.01658 0.94710 -0.179 1.652 1.000 0.35
C -3.69712 -1.35403 -3.48468 -0.138 0.102 0.033 -1.47
C -2.43818 -1.71679 -2.74551 0.282 0.071 0.409 0.85
O -2.18390 -1.26495 -1.63459 -0.063 -0.123 -0.245 -0.52
N -1.56757 -2.57385 -3.34482 -0.391 0.308 0.160 -0.05
C -1.68140 -3.21135 -4.63941 0.449 -0.150 0.223 -0.92
H -4.28503 -0.66482 -2.87786 0.192 -0.112 0.003 0.29
H -3.45116 -0.86036 -4.42717 -0.109 -0.144 -0.043 0.39
H -4.29600 -2.24832 -3.66940 0.027 0.078 -0.168 0.39
H -0.74859 -2.76726 -2.78654 -0.075 0.011 -0.127 0.11
H -1.65805 -4.29331 -4.49165 -0.093 -0.002 -0.279 0.30
H -0.82040 -2.91662 -5.24328 -0.160 -0.113 -0.216 0.29
H -2.59818 -2.93544 -5.15574 0.085 0.026 0.141 0.37
C 0.54389 3.51395 2.96581 0.075 -0.092 0.004 -0.98
C -0.74934 4.28223 2.99472 -0.579 -0.119 0.288 0.72
O -1.74141 3.86403 3.57703 0.231 0.055 -0.110 -0.66
N -0.79852 5.47889 2.34668 0.122 -0.308 0.137 -0.16
C 0.25221 6.14336 1.60647 -0.465 0.241 0.030 -0.79
H 0.42412 2.58505 3.52431 -0.122 0.170 -0.069 0.26
H 0.81055 3.26550 1.93659 0.167 0.055 0.097 0.19
H 1.33890 4.09833 3.43434 0.073 -0.039 -0.164 0.36
H -1.69887 5.93219 2.41216 0.118 -0.054 -0.016 0.22
H 0.43136 7.11824 2.06601 0.246 0.011 -0.172 0.28
H -0.09257 6.29220 0.58064 0.291 0.067 -0.063 0.27
H 1.17699 5.57041 1.59878 -0.154 -0.011 0.046 0.32
```
Positions in Å, forces in eV/Å.